Run i
A single C6H13NS molecule, computed with the ωB97M-V functional and the def2-TZVPD basis.

Cartesian coordinates (Å):
C: -2.01411 0.61491 -0.67309
C: -1.05334 -0.16391 0.19976
C: -0.63596 0.69015 1.45878
S: -0.24793 2.49084 1.24530
C: 0.02881 -0.92486 -0.58950
C: 1.21618 -0.13603 -1.13155
C: 2.08237 -0.92891 -0.11804
N: 0.94097 -1.80996 0.17357
H: -1.49968 1.44204 -1.20721
H: -2.42575 -0.02667 -1.42407
H: -2.81717 1.07030 -0.04927
H: -1.67235 -0.93094 0.62801
H: -1.37185 0.64753 2.27257
H: 0.30884 0.22271 1.80131
H: 0.89064 2.23922 0.57657
H: -0.41928 -1.53198 -1.39180
H: 1.28625 0.95049 -0.92596
H: 1.46402 -0.31804 -2.20081
H: 2.95525 -1.50073 -0.44668
H: 2.40751 -0.22254 0.62491
H: 0.57659 -1.87362 1.17718

Calculated values
HOMO-LUMO gap ... 9.75 eV
SMILES ... C[C@H](CS)[C@H]1CCN1
E_LUMO ... 0.831 eV

---

Run ii
2 unconnected molecules or ions with the total composition C6H13NS, computed with the ωB97M-V functional and the def2-TZVPD basis.

Cartesian coordinates (Å):
C: -0.24490 -2.88085 -0.31476
C: -0.76851 -2.91742 0.90277
N: -1.02623 -1.80574 1.71216
C: -0.07913 -1.04762 2.04873
H: 0.05580 -1.95597 -0.78668
H: -0.15885 -3.79997 -0.87542
H: -1.09045 -3.85954 1.33211
H: -0.29838 -0.17946 2.66538
H: 0.95696 -1.22844 1.74752
C: -2.04843 1.79873 -0.44517
C: -0.73893 1.15285 -0.87865
C: 0.44807 2.08418 -0.66135
S: 1.97436 1.16222 -1.02428
H: -2.90281 1.14545 -0.59754
H: -2.20776 2.72051 -1.00619
H: -2.00185 2.06448 0.61042
H: -0.53718 0.23641 -0.32679
H: -0.76882 0.90714 -1.94279
H: 0.48955 2.44675 0.36525
H: 0.38537 2.94749 -1.32383
H: 2.86338 2.04297 -0.54945

Calculated values
HOMO-LUMO gap ... 9.89 eV
SMILES ... C=CN=C.CCCS
E_LUMO ... 0.827 eV

---

run i has the most favorable energy; the next structure is 0.108 eV above.

---

Run i
A single C5H12S2 molecule, computed with the ωB97M-V functional and the def2-TZVPD basis.

Cartesian coordinates (Å):
C: -1.58809 0.71280 -3.22479
C: -1.65642 0.25296 -1.67665
C: -0.61376 -0.93189 -1.46644
S: -0.23939 -1.22939 0.32342
S: 1.51398 -0.44852 1.31664
C: 1.24598 1.37723 1.11145
C: 0.28729 1.55443 2.13303
H: -0.81088 1.53683 -3.63230
H: -1.43667 -0.24751 -3.75969
H: -2.65948 1.08320 -3.17615
H: -1.56424 0.94899 -0.90453
H: -2.61744 -0.01384 -1.26967
H: 0.46967 -0.81596 -1.80615
H: -0.92925 -1.90036 -1.86693
H: 1.10283 1.72436 0.09403
H: 2.20169 1.84115 1.43514
H: 0.13858 2.57722 2.43203
H: -0.78416 1.22002 1.79216
H: 0.44598 1.09927 3.16142

Calculated values
HOMO-LUMO gap ... 8.53 eV
SMILES ... CCCSSCC
E_LUMO ... 0.395 eV

---

Run ii
A single C5H12S2 molecule, computed with the ωB97M-V functional and the def2-TZVPD basis.

Cartesian coordinates (Å):
C: 3.08180 0.88750 -0.34271
C: 2.43342 -0.41508 0.18273
C: 0.97694 -0.25796 0.77328
S: 0.21092 1.41217 0.59074
S: -1.61531 1.28108 -0.37992
C: -2.22406 -0.33325 -0.00337
C: -3.64903 -0.38858 -0.55723
H: 2.90676 1.68017 0.38681
H: 4.13418 0.84439 -0.56192
H: 2.41822 1.16157 -1.17451
H: 2.51981 -1.17822 -0.58598
H: 3.12513 -0.59915 1.01200
H: 1.06959 -0.33846 1.84300
H: 0.34514 -0.93219 0.21098
H: -2.14687 -0.65929 1.03914
H: -1.53761 -1.04094 -0.47432
H: -3.63935 -0.37927 -1.64694
H: -4.18288 -1.21452 -0.09962
H: -4.22682 0.47006 -0.21216

Calculated values
HOMO-LUMO gap ... 8.59 eV
SMILES ... CCCSSCC
E_LUMO ... 0.800 eV

---

run ii has the most favorable energy; the next structure is 1.646 eV above.

---

Run i
20 unconnected molecules or ions with the total composition H40O20, computed with the ωB97M-V functional and the def2-TZVPD basis.

Cartesian coordinates (Å):
O: 0.85386 2.07548 1.70134
H: 1.41487 2.48127 0.97357
H: 1.27523 1.20158 1.80688
O: -3.22538 -1.73354 -1.56031
H: -2.72656 -2.53840 -1.34637
H: -3.21990 -1.74366 -2.56466
O: -1.62689 0.31973 -0.22513
H: -2.00581 0.79591 0.54274
H: -2.21688 -0.38463 -0.59889
O: -1.33083 0.92046 -4.46051
H: -0.82074 1.26038 -3.66853
H: -1.06129 1.45771 -5.22022
O: -0.26582 -4.39699 -3.85823
H: 0.04340 -5.00127 -4.49427
H: -0.58211 -4.82495 -3.06046
O: -3.36082 -0.88124 -4.32333
H: -2.70651 -0.15184 -4.43814
H: -4.23910 -0.43951 -4.28686
O: 4.01041 0.88019 0.40666
H: 4.07976 1.08438 1.34599
H: 3.35141 0.18164 0.22027
O: 0.06495 0.95785 -2.03768
H: -0.55047 0.90313 -1.25879
H: 0.71419 1.62272 -1.81800
O: 4.30652 1.54143 3.14990
H: 3.99655 2.50526 3.12183
H: 3.45638 1.14517 3.48049
O: 0.52053 -1.97922 -1.94935
H: 0.53623 -2.55885 -2.70186
H: 0.50801 -1.06240 -2.27505
O: -4.54344 3.11693 0.57971
H: -4.69393 2.17195 0.62089
H: -5.23721 3.43632 1.22943
O: 2.00830 -0.32460 2.90369
H: 1.22937 -0.77600 3.29958
H: 2.54586 -1.12410 2.68021
O: 2.21114 4.11627 3.27554
H: 1.70737 4.41688 3.99394
H: 1.72953 3.46459 2.74059
O: -1.84548 1.48608 2.30996
H: -2.09183 1.97726 3.09782
H: -0.97727 1.80413 2.07322
O: 2.21339 2.77658 -0.38129
H: 2.83081 3.34285 -0.87869
H: 2.89534 2.13569 0.03504
O: 4.19648 -2.25652 2.47754
H: 4.90585 -1.66179 2.78305
H: 4.43221 -2.12271 1.53452
O: -0.04085 -1.64708 1.33689
H: -0.48502 -1.87355 2.18961
H: -0.48851 -0.85374 0.98013
O: -1.19631 -3.79217 -0.78356
H: -0.73197 -2.89379 -0.88854
H: -0.66248 -4.27651 -0.10571
O: -5.31873 0.37331 0.58934
H: -4.69498 -0.04500 -0.00797
H: -5.32578 -0.21305 1.33055
O: 2.40878 -1.30024 0.23096
H: 2.15291 -1.60741 -0.64234
H: 1.67328 -1.48842 0.79282

Calculated values
HOMO-LUMO gap ... 10.63 eV
E_LUMO ... -0.032 eV

---

Run ii
20 unconnected molecules or ions with the total composition H40O20, computed with the ωB97M-V functional and the def2-TZVPD basis.

Cartesian coordinates (Å):
O: -12.61163 -4.48796 -10.25108
H: -12.45055 -3.68563 -9.68760
H: -12.97066 -4.16513 -11.05203
O: -5.22323 -2.71186 -13.49559
H: -4.84435 -3.37090 -12.87094
H: -5.89836 -2.31348 -12.83777
O: -7.90055 -7.68552 -15.35425
H: -6.92920 -7.79648 -15.60591
H: -8.17865 -8.56072 -15.06357
O: -11.86973 -6.27498 -14.83958
H: -11.73063 -7.22491 -14.69735
H: -11.17483 -6.08574 -15.49678
O: -9.24998 -5.16055 -16.38429
H: -8.92045 -5.99937 -16.03057
H: -9.11882 -5.30132 -17.35036
O: -3.84199 -5.26450 -11.58902
H: -3.82160 -4.53222 -10.92133
H: -2.91258 -5.43348 -11.71025
O: -7.55458 -1.45074 -12.16330
H: -7.44213 -2.23449 -11.60614
H: -7.29515 -0.61840 -11.70990
O: -10.61282 -3.48055 -12.39414
H: -11.33788 -3.95086 -12.90361
H: -9.91096 -3.41620 -13.04697
O: -13.11962 -4.54417 -13.19522
H: -13.66247 -4.07615 -13.86988
H: -12.73637 -5.38947 -13.65077
O: -8.10065 -5.06125 -13.29237
H: -8.07430 -5.96668 -13.59561
H: -7.40109 -4.60834 -13.75535
O: -6.70753 -3.81059 -10.75743
H: -7.16015 -3.58804 -9.89412
H: -7.11813 -4.52990 -11.23797
O: -7.82397 -4.18069 -8.48584
H: -7.14939 -4.90499 -8.39621
H: -8.69767 -4.59320 -8.60337
O: -9.97655 -5.32897 -10.14906
H: -9.70345 -4.70755 -10.81633
H: -10.91443 -5.17162 -10.05898
O: -9.88647 -8.43091 -13.29693
H: -9.30600 -8.23591 -12.52907
H: -10.70249 -8.06114 -12.95302
O: -3.75897 -4.46006 -18.15653
H: -3.14693 -4.24821 -18.86610
H: -4.09062 -5.32939 -18.42316
O: -5.10749 -4.85964 -15.45923
H: -5.14131 -4.26600 -14.71827
H: -4.35554 -4.48589 -15.94304
O: -6.86267 -4.57651 -18.22331
H: -7.20007 -4.59871 -17.30897
H: -6.01880 -4.14428 -18.22601
O: -5.27013 -7.38595 -16.43101
H: -5.02482 -6.71602 -15.78381
H: -5.69629 -6.86665 -17.14176
O: -11.33301 -1.78465 -10.17158
H: -10.84903 -2.20625 -10.85204
H: -10.89642 -0.94513 -10.05841
O: -12.05734 -7.08055 -11.94979
H: -11.56160 -6.33176 -11.58663
H: -12.41079 -7.45890 -11.13947

Calculated values
HOMO-LUMO gap ... 11.21 eV
E_LUMO ... 0.195 eV

---

run i has the most favorable energy; the next structure is 0.625 eV above.

---

Run i
A gas-phase ion, CH4N3O (charge +1), computed with the ωB97M-V functional and the def2-TZVPD basis.

Cartesian coordinates (Å):
C: 0.17886 -0.04219 -0.13563
N: -2.46105 -0.56441 0.05381
N: -0.99709 1.09053 -0.17959
N: 1.26354 0.54421 0.16028
O: -2.15013 0.64368 0.09896
H: -0.19847 -1.15566 -0.33596
H: -3.46142 -0.61899 0.01672
H: 2.16497 0.01352 0.08930
H: 1.37186 1.57148 0.26758

Calculated values
Charge ... +1
HOMO-LUMO gap (alpha / beta) ... 8.63 / 9.11 eV
E_LUMO (alpha / beta) ... -6.557 / -6.125 eV

---

Run ii
2 unconnected molecules or ions with the total composition CH4N3O, computed with the ωB97M-V functional and the def2-TZVPD basis.

Cartesian coordinates (Å):
C: 0.64339 -0.14363 0.38534
N: 1.33241 0.08120 -0.72398
N: 3.17763 -0.33997 -1.70369
N: -0.68613 -0.04956 0.22015
O: 3.13104 0.01861 -2.73508
H: 1.15316 -0.51213 1.27788
H: 0.62997 0.21205 -1.47124
H: -1.29355 -0.23539 0.99229
H: -1.05469 0.56555 -0.40004

Calculated values
Charge ... +1
HOMO-LUMO gap ... 7.91 eV
E_LUMO ... -6.817 eV

---

run ii has the most favorable energy; the next structure is 3.502 eV above.

---

Run i
A molecular structure, C2H2Cl6, computed with the ωB97M-V functional and the def2-TZVPD basis.

Cartesian coordinates (Å):
C: -16.63362 13.42771 15.92028
Cl: -17.71364 14.82190 16.20451
Cl: -17.52265 11.96046 16.48081
Cl: -15.10815 13.53993 16.72435
H: -16.43424 13.33152 14.85300
C: -18.72708 14.63082 11.40414
Cl: -19.59813 13.21273 11.92855
Cl: -18.52463 14.62661 9.63051
Cl: -17.14591 14.40963 12.17613
H: -19.22592 15.57368 11.62836

Calculated values
Charge ... -1
HOMO-LUMO gap (alpha / beta) ... 2.46 / 9.68 eV
⟨S²⟩ ... 0.752
E_LUMO (alpha / beta) ... 2.939 / 2.903 eV
Spin multiplicity ... 2

---

Run ii
2 unconnected molecules or ions with the total composition C2H2Cl6, computed with the ωB97M-V functional and the def2-TZVPD basis.

Cartesian coordinates (Å):
C: 14.38963 16.79137 -18.35625
Cl: 12.90918 17.42525 -17.67063
Cl: 15.88344 17.64258 -17.85018
Cl: 14.18965 17.01680 -20.12797
H: 14.51753 15.73918 -18.10200
C: 10.30579 19.42975 -19.59314
Cl: 8.69260 19.23919 -20.24927
Cl: 10.16133 20.67088 -18.32298
Cl: 11.48386 19.91368 -20.80641
H: 10.61028 18.47327 -19.16823

Calculated values
Charge ... -1
HOMO-LUMO gap (alpha / beta) ... 2.24 / 8.87 eV
⟨S²⟩ ... 0.752
E_LUMO (alpha / beta) ... 2.738 / 2.636 eV
Spin multiplicity ... 2

---

run ii has the most favorable energy; the next structure is 0.098 eV above.

---

Run i
2 unconnected molecules or ions with the total composition CHOS, computed with the ωB97M-V functional and the def2-TZVPD basis.

Cartesian coordinates (Å):
C: 1.68310 -0.67787 0.01697
O: 1.48990 -1.26112 -0.96474
S: -1.86808 0.38337 0.20221
H: -1.30493 1.55562 0.74556

Calculated values
Charge ... -1
HOMO-LUMO gap ... 6.52 eV
E_LUMO ... 4.128 eV

---

Run ii
A gas-phase ion, CHOS (charge -1), computed with the ωB97M-V functional and the def2-TZVPD basis.

Cartesian coordinates (Å):
O: 1.00842 0.42828 -0.89648
C: -0.00962 0.10258 -0.03610
S: 0.03833 -1.14541 1.15817
H: -1.03712 0.61455 -0.22560

Calculated values
Charge ... -1
HOMO-LUMO gap ... 7.43 eV
SMILES ... [O-]C=S
E_LUMO ... 4.151 eV

---

run ii has the most favorable energy; the next structure is 0.178 eV above.